ORCA calculation (ωB97M-V/def2-TZVPD) on a structure of composition C35H28BrN8OSeW.

The energy above the lowest of the compared OMol25 structures with the same formula, charge and spin comes out at 0.00 kcal/mol. The lowest unoccupied orbital energy (spin up / spin down) is -9.32 / -9.68 eV. As for the molar mass: 919.37 g/mol. For the frontier orbital gap (spin up / spin down), the calculation gives 5.357 / 5.001 eV.

```
! RIJCOSX wB97M-V def2-TZVPD def2/J DEFGRID3
* xyz 3 3
W 0.289 -0.751 -0.917
C -0.062 -1.619 3.360
C 1.100 -2.316 3.661
C 2.019 -2.569 2.652
C 1.758 -2.129 1.370
N 0.620 -1.458 1.081
C -0.265 -1.202 2.062
C 2.670 -2.295 0.223
C 3.801 -3.088 0.202
C 4.548 -3.152 -0.967
C 4.152 -2.424 -2.079
C 3.008 -1.653 -1.994
N 2.281 -1.609 -0.866
C 2.431 -0.849 -3.086
C 3.043 -0.608 -4.297
C 2.400 0.181 -5.241
C 1.155 0.715 -4.944
C 0.592 0.442 -3.716
N 1.214 -0.325 -2.801
H -0.796 -1.390 4.119
H 1.294 -2.649 4.672
H 2.940 -3.090 2.872
H -1.150 -0.645 1.781
H 4.103 -3.654 1.072
H 5.434 -3.772 -1.011
H 4.725 -2.472 -2.994
H 4.019 -1.024 -4.507
H 2.868 0.378 -6.197
H 0.623 1.334 -5.652
H -0.380 0.833 -3.444
Br -1.348 3.954 6.255
C -1.396 4.669 4.518
C -2.319 4.172 3.605
C -2.345 4.672 2.315
C -1.462 5.689 1.949
C -0.604 6.238 2.897
C -0.542 5.706 4.174
N -1.420 6.290 0.667
N -1.532 5.636 -0.376
C -1.567 4.215 -0.443
C -2.654 3.578 -0.999
C -2.656 2.192 -1.227
C -1.536 1.461 -0.929
O -1.408 0.107 -1.131
C -0.395 2.095 -0.421
N 0.692 1.283 -0.219
C 1.803 1.830 0.273
C 1.899 3.186 0.565
C 0.820 4.013 0.340
C -0.378 3.473 -0.160
H -3.029 3.418 3.914
H -3.098 4.316 1.627
H 0.012 7.084 2.616
H 0.138 6.116 4.908
H -3.529 4.162 -1.254
H -3.531 1.706 -1.640
H 2.648 1.170 0.426
H 2.829 3.578 0.953
H 0.898 5.074 0.539
C -0.203 -5.744 -0.281
N -1.464 -5.001 -0.264
C -2.607 -5.423 0.384
C -3.560 -4.497 0.150
N -2.989 -3.518 -0.637
C -3.723 -2.372 -1.176
C -1.709 -3.835 -0.883
Se -0.521 -2.941 -2.054
H -0.422 -6.797 -0.128
H 0.454 -5.396 0.515
H 0.282 -5.618 -1.243
H -2.646 -6.347 0.936
H -4.590 -4.456 0.460
H -4.674 -2.718 -1.573
H -3.142 -1.922 -1.971
H -3.904 -1.639 -0.393
*
```

Here are the Löwdin charges for atoms 1 to 6, given in e: atom 1 (W): 1.485, atom 2 (C): 0.006, atom 3 (C): 0.022, atom 4 (C): 0.042, atom 5 (C): -0.187, atom 6 (N): -0.060

ORCA calculation (ωB97M-V/def2-TZVPD) on a structure of composition C3HLiNiO4.

The energy above the lowest of the compared OMol25 structures with the same formula, charge and spin comes out at 80.07 kcal/mol. The lowest unoccupied orbital energy (spin up / spin down) is -14.43 / -16.12 eV. As for the molar mass: 166.67 g/mol. For the frontier orbital gap (spin up / spin down), the calculation gives 9.177 / 8.254 eV.

```
! RIJCOSX wB97M-V def2-TZVPD def2/J DEFGRID3
* xyz 3 4
O -1.418 -0.912 1.239
C -1.636 -0.255 0.142
O -0.537 0.395 -0.352
O -2.613 0.476 0.395
Ni 0.467 -1.553 1.546
C 0.654 -0.089 0.000
C 1.742 0.371 -0.680
O 2.733 0.591 -1.202
Li 4.479 1.197 -2.470
H -2.520 -0.119 1.610
*
```

Here are the Löwdin charges for atoms 1 to 6, given in e: atom 1 (O): -0.033, atom 2 (C): -0.417, atom 3 (O): 0.164, atom 4 (O): 0.270, atom 5 (Ni): 1.310, atom 6 (C): -0.016

ORCA calculation (ωB97M-V/def2-TZVPD) on the molecule C3H6S2.

Its SMILES is C1CSCS1. The energy above the lowest of the compared OMol25 structures with the same formula, charge and spin comes out at 60.93 kcal/mol. The lowest unoccupied orbital energy is 0.69 eV. As for the molar mass: 106.22 g/mol. For the frontier orbital gap, the calculation gives 9.266 eV.

```
! RIJCOSX wB97M-V def2-TZVPD def2/J DEFGRID3
* xyz 0 1
C -1.180 -0.065 0.774
C -0.425 -1.567 0.490
S 0.699 -1.090 -0.916
C 0.981 0.905 -0.527
S -0.370 1.498 0.483
H -2.243 0.078 0.346
H -1.552 -0.517 1.840
H 0.196 -1.883 1.299
H -1.035 -2.288 0.270
H 1.278 1.326 -1.468
H 1.834 1.121 0.212
*
```

Here are the Löwdin charges for atoms 1 to 6, given in e: atom 1 (C): -0.577, atom 2 (C): -0.452, atom 3 (S): 0.705, atom 4 (C): -0.683, atom 5 (S): 0.759, atom 6 (H): 0.064

ORCA calculation (ωB97M-V/def2-TZVPD) on a cluster of 2 separate species, C2H8NO in total.

The energy above the lowest of the compared OMol25 structures with the same formula, charge and spin comes out at 28.51 kcal/mol. The lowest unoccupied orbital energy is -3.74 eV. As for the molar mass: 62.09 g/mol. For the frontier orbital gap, the calculation gives 11.073 eV.

```
! RIJCOSX wB97M-V def2-TZVPD def2/J DEFGRID3
* xyz 1 1
N 0.921 2.037 0.579
H 0.496 2.913 0.507
H 1.958 2.083 0.381
H 0.806 1.594 1.462
H 0.649 1.202 0.107
O 0.217 0.059 -0.976
C -0.294 -1.086 -1.044
C -1.131 -1.606 -0.031
H 0.110 -1.682 -1.915
H -0.743 -1.217 0.886
H -0.746 -2.634 0.120
H -2.242 -1.664 -0.078
*
```

Here are the Löwdin charges for atoms 1 to 6, given in e: atom 1 (N): 0.328, atom 2 (H): 0.135, atom 3 (H): 0.194, atom 4 (H): 0.139, atom 5 (H): 0.034, atom 6 (O): -0.032

ORCA calculation (ωB97M-V/def2-TZVPD) on the molecule C13H14BrN3O.

Its SMILES is O=C(NCCCn1ccnc1)c1cccc(Br)c1. The energy above the lowest of the compared OMol25 structures with the same formula, charge and spin comes out at 0.00 kcal/mol. The lowest unoccupied orbital energy is 0.64 eV. As for the molar mass: 308.18 g/mol. For the frontier orbital gap, the calculation gives 9.526 eV.

```
! RIJCOSX wB97M-V def2-TZVPD def2/J DEFGRID3
* xyz 0 1
O -0.155 2.298 -1.119
C -0.109 1.585 -0.137
N 1.059 1.227 0.454
C 2.328 1.528 -0.174
C 2.572 0.714 -1.451
C 2.723 -0.792 -1.205
N 1.524 -1.384 -0.676
C 0.333 -1.535 -1.327
C -0.538 -2.050 -0.410
N 0.087 -2.212 0.784
C 1.313 -1.808 0.593
C -1.330 1.011 0.503
C -1.408 0.684 1.852
C -2.561 0.111 2.361
C -3.642 -0.146 1.536
C -3.560 0.200 0.198
Br -5.041 -0.145 -0.947
C -2.423 0.782 -0.326
H 1.038 0.495 1.148
H 2.314 2.588 -0.444
H 3.122 1.354 0.555
H 1.737 0.894 -2.130
H 3.482 1.079 -1.927
H 2.976 -1.284 -2.150
H 3.532 -0.977 -0.492
H 0.208 -1.274 -2.357
H -1.569 -2.316 -0.533
H 2.086 -1.823 1.338
H -0.583 0.892 2.517
H -2.619 -0.144 3.408
H -4.537 -0.606 1.926
H -2.359 1.057 -1.368
*
```

Here are the Löwdin charges for atoms 1 to 6, given in e: atom 1 (O): 0.076, atom 2 (C): -0.458, atom 3 (N): 0.069, atom 4 (C): -0.165, atom 5 (C): -0.152, atom 6 (C): -0.138

ORCA calculation (ωB97M-V/def2-TZVPD) on the molecule C3H8N2O2.

The energy above the lowest of the compared OMol25 structures with the same formula, charge and spin comes out at 154.76 kcal/mol. The lowest unoccupied orbital energy is -3.52 eV. As for the molar mass: 104.11 g/mol. For the frontier orbital gap, the calculation gives 5.645 eV.

```
! RIJCOSX wB97M-V def2-TZVPD def2/J DEFGRID3
* xyz 0 1
N -0.230 -1.181 1.308
C 0.446 -0.746 0.126
C 1.364 0.479 0.442
O 0.710 1.263 1.294
C -0.614 -0.394 -1.007
N -1.560 0.549 -0.371
O -0.129 0.027 -2.106
H -1.824 1.226 -1.079
H 0.308 -1.926 1.729
H 0.997 -1.586 -0.303
H 2.334 0.034 0.791
H 1.618 1.025 -0.480
H -0.152 -0.355 1.915
H -1.121 1.000 0.444
H -1.168 -1.347 -1.122
*
```

Here are the Löwdin charges for atoms 1 to 6, given in e: atom 1 (N): 0.113, atom 2 (C): -0.259, atom 3 (C): -0.327, atom 4 (O): -0.149, atom 5 (C): -0.539, atom 6 (N): 0.179